ORCA calculation (ωB97M-V/def2-TZVPD) on a molecular structure, C27H51NNiO2Si2.

Last column: Löwdin charge in e.
Element x y z (Å)
O: -0.96532 -2.72913 -1.66966  -0.215
O: -1.89349 -0.69383 -2.70929  -0.155
C: 0.38722 -3.22063 -1.67294  -0.233
C: 0.76431 -4.43510 -0.88608  -0.076
H: 0.95533 -2.36786 -1.29836  0.102
H: 0.66328 -3.34518 -2.72192  0.124
H: 0.87007 -4.10637 0.19517  0.099
H: 1.74546 -4.85259 -1.15633  0.090
H: 0.07330 -5.30841 -0.94619  0.095
C: -1.68025 -2.90067 -0.38511  -0.190
C: -3.15356 -2.97297 -0.61345  -0.063
H: -1.40707 -1.95515 0.11260  0.124
H: -1.33506 -3.74815 0.20209  0.116
H: -3.47381 -2.05634 -1.15475  0.058
H: -3.63838 -2.98338 0.38165  0.102
H: -3.56358 -3.88845 -1.11478  0.102
C: -3.28631 0.03626 -2.56745  -0.113
C: -1.76648 -1.41560 -3.98280  -0.185
C: -3.33054 0.74691 -1.25577  -0.065
H: -4.08135 -0.68495 -2.72623  0.103
H: -3.24796 0.70956 -3.42034  0.125
H: -3.17236 0.12055 -0.36747  0.088
H: -4.32265 1.20384 -1.15890  0.100
H: -2.61189 1.58410 -1.24846  0.076
C: -2.77757 -2.51009 -4.04444  -0.057
H: -0.74551 -1.78116 -3.87740  0.124
H: -1.89191 -0.64525 -4.74837  0.130
H: -2.75469 -3.18823 -3.18360  0.071
H: -2.52252 -3.12478 -4.90839  0.095
H: -3.78845 -2.11558 -4.23097  0.090
H: -1.54111 -1.53894 -2.04956  0.123
Ni: 1.02364 1.03415 0.95372  0.355
C: 0.21235 0.41399 -0.39901  -0.407
Si: 0.78112 1.20094 -1.98240  0.439
H: -0.91672 0.44181 -0.31929  0.003
H: 0.40490 -0.70648 -0.43201  0.016
C: 2.10336 0.16405 -2.78750  -0.174
C: 1.41869 2.85560 -1.43247  -0.177
C: -0.35932 1.73128 -3.41504  -0.175
C: 2.87430 0.77205 0.67560  -0.362
Si: 3.64705 1.83928 1.99032  0.381
H: 3.21318 1.07132 -0.34554  -0.017
H: 3.07530 -0.31792 0.70953  -0.003
C: 4.61990 3.21605 1.15031  -0.192
C: 4.79941 0.75862 2.98417  -0.201
C: 2.42784 2.60895 3.18306  -0.198
H: 0.16432 2.56048 -3.91560  0.032
H: -1.31765 2.16324 -3.12541  0.017
H: -0.56168 1.02447 -4.22066  0.006
H: 2.94628 -0.07616 -2.14746  0.021
H: 2.51115 0.72243 -3.63315  0.032
H: 1.75076 -0.78916 -3.18870  0.010
H: 2.33427 2.87846 -0.85011  0.011
H: 0.67876 3.39119 -0.84101  0.017
H: 1.59589 3.46076 -2.32587  0.030
H: 5.30044 0.05525 2.30699  0.026
H: 4.25089 0.19978 3.75278  0.019
H: 5.54173 1.41392 3.45571  0.019
H: 2.01774 1.87017 3.87999  0.024
H: 1.58591 3.06298 2.64096  0.015
H: 2.92546 3.38918 3.77325  0.029
H: 5.50873 3.45032 1.75305  0.020
H: 4.03755 4.13847 1.02424  0.026
H: 4.95640 2.87428 0.16434  0.022
C: 1.22989 -2.08662 3.99113  -0.075
C: 0.08200 -1.79022 4.73646  -0.077
C: -0.75024 -0.76347 4.32177  -0.024
C: -0.42855 -0.01904 3.18990  -0.198
N: 0.69301 -0.30755 2.43646  0.051
C: 1.50571 -1.32732 2.84528  -0.101
C: -1.21761 1.14304 2.72057  -0.186
C: -2.48849 1.52396 3.26537  -0.041
C: -3.19151 2.59552 2.70158  -0.130
C: -2.66962 3.30273 1.63405  -0.112
C: -1.40836 2.94103 1.09922  -0.121
C: -0.69672 1.87452 1.63696  -0.156
H: 1.93786 -2.86229 4.27460  0.096
H: -0.15316 -2.36040 5.60446  0.091
H: -1.65204 -0.51328 4.85922  0.097
H: 2.41613 -1.48826 2.23663  0.102
H: -2.91705 0.95218 4.09549  0.088
H: -4.15989 2.85903 3.09643  0.085
H: -3.20291 4.13220 1.17456  0.090
H: -0.98748 3.48808 0.25057  0.072

Values from the calculation:
Frontier orbital gap (alpha / beta)   0.1575 / 0.2251 hartree
Charge   0
Multiplicity   3
Relative energy (zero: lowest compared OMol25 entry of this formula, charge and spin)   0.000 eV
Highest occupied orbital energy (alpha / beta)   -4.245 / -6.086 eV
Strongest force on any atom   8.5 eV/Å